[1]
This record from the Open Molecules 2025 dataset describes an isolated molecule of C5H7NO. The level of theory is ωB97M-V with the def2-TZVPD basis set.

LUMO level (alpha / beta) = 0.58 / 0.58 eV
HOMO-LUMO gap (alpha / beta) = 0.302 / 0.302 Ha
HOMO (alpha / beta) = -7.651 / -7.650 eV
relative energy (zero: lowest compared OMol25 entry of this formula, charge and spin) = 115.2 kcal/mol

```
! RIJCOSX wB97M-V def2-TZVPD def2/J DEFGRID3
* xyz 0 1
N 0.406 2.239 -0.597
C 0.770 1.086 -0.556
O -0.746 0.802 1.594
C -1.139 -0.223 0.682
C 0.083 -1.059 0.388
C 0.307 -1.356 -1.011
C 1.185 -0.193 -0.468
H -0.057 2.595 0.246
H -1.631 0.270 -0.180
H -1.897 -0.866 1.154
H -0.071 0.324 2.097
H -0.406 -1.090 -1.799
H 0.957 -2.188 -1.282
H 2.238 -0.341 -0.269
*
```


[2]
This record from the Open Molecules 2025 dataset describes an isolated molecule of C4H6O4. The level of theory is ωB97M-V with the def2-TZVPD basis set.

LUMO level = 0.69 eV
HOMO-LUMO gap = 0.416 Ha
HOMO = -10.616 eV
SMILES = CO[C@@H]1COC(=O)O1
relative energy (zero: lowest compared OMol25 entry of this formula, charge and spin) = 79.0 kcal/mol

```
! RIJCOSX wB97M-V def2-TZVPD def2/J DEFGRID3
* xyz 0 1
C 0.106 2.358 -1.139
O 0.317 0.929 -1.323
C 0.962 0.299 -0.231
C 1.009 -1.183 -0.475
O -0.240 -1.626 0.045
C -0.682 -0.762 0.950
O -1.537 -1.110 1.769
O -0.178 0.473 0.679
H 0.826 3.096 -0.758
H -0.585 2.589 -0.387
H -0.265 2.854 -1.888
H 1.715 1.009 0.449
H 1.206 -1.458 -1.534
H 1.832 -1.694 0.130
*
```


[3]
This record from the Open Molecules 2025 dataset describes C35H52P4SeY as an isolated structure. The level of theory is ωB97M-V with the def2-TZVPD basis set.

LUMO level = -10.34 eV
HOMO-LUMO gap = 0.150 Ha
HOMO = -14.418 eV

```
! RIJCOSX wB97M-V def2-TZVPD def2/J DEFGRID3
* xyz 3 1
Y 0.102 -0.066 -0.314
P -2.536 -0.187 -0.977
P 0.215 -2.841 -0.622
P 0.016 2.660 -0.678
H 1.686 -0.995 -2.554
C 1.880 -0.043 -2.040
C 2.637 0.026 -0.889
H 3.021 -0.857 -0.373
C -2.858 -0.232 -2.771
C -3.468 -1.642 -0.398
C -3.627 1.171 -0.444
C 1.914 -3.527 -0.634
C -0.619 -4.029 0.482
C -0.400 -3.392 -2.266
C 1.629 3.520 -0.726
C -0.909 3.708 0.500
C -0.694 3.163 -2.294
H 1.630 0.847 -2.626
H 3.067 0.967 -0.529
H -3.946 -0.269 -2.920
H -2.389 -1.117 -3.221
H -2.446 0.664 -3.255
H -4.513 -1.498 -0.702
H -3.414 -1.722 0.696
H -3.076 -2.565 -0.846
H -4.638 0.934 -0.802
H -3.299 2.131 -0.866
H -3.633 1.240 0.653
H 1.874 -4.599 -0.870
H 2.368 -3.390 0.357
H 2.536 -3.011 -1.375
H -0.719 -5.004 -0.010
H -1.613 -3.658 0.757
H -0.034 -4.144 1.402
H -0.103 -4.438 -2.409
H 0.033 -2.779 -3.067
H -1.493 -3.309 -2.319
H 1.466 4.577 -0.974
H 2.284 3.062 -1.478
H 2.121 3.446 0.254
H -0.872 4.748 0.154
H -0.466 3.638 1.502
H -1.954 3.382 0.563
H -0.496 4.232 -2.437
H -1.776 2.979 -2.322
H -0.225 2.596 -3.110
C 0.970 0.036 -6.677
C 2.116 -0.186 -5.899
C 3.388 -0.115 -6.465
C 3.541 0.141 -7.835
C 2.402 0.323 -8.633
C 1.122 0.268 -8.066
Se -0.731 0.042 -5.791
H -0.245 -0.261 -4.365
H 1.995 -0.397 -4.839
H 4.263 -0.262 -5.829
H 4.543 0.193 -8.270
H 2.521 0.511 -9.703
H 0.243 0.414 -8.694
C -0.122 3.607 6.036
C 0.714 3.740 4.918
C 0.668 2.799 3.885
C -0.207 1.690 3.958
C -1.020 1.553 5.103
C -0.995 2.517 6.120
P -0.050 0.389 2.646
C 1.515 -0.383 3.240
C 2.703 0.118 2.661
C 3.944 -0.312 3.116
C 4.031 -1.224 4.172
C 2.859 -1.717 4.757
C 1.604 -1.287 4.309
C -1.496 -0.663 3.064
C -1.422 -2.047 3.287
C -2.588 -2.776 3.554
C -3.838 -2.147 3.546
C -3.925 -0.778 3.257
C -2.766 -0.042 3.015
H -0.093 4.344 6.847
H 1.407 4.584 4.863
H 1.341 2.917 3.029
H -1.677 0.690 5.207
H -1.659 2.397 6.980
H 2.660 0.859 1.853
H 4.863 0.076 2.658
H 5.004 -1.555 4.544
H 2.908 -2.431 5.578
H 0.692 -1.637 4.794
H -0.451 -2.543 3.271
H -2.509 -3.842 3.767
H -4.738 -2.725 3.769
H -4.903 -0.290 3.232
H -2.849 1.034 2.827
*
```


[4]
This record from the Open Molecules 2025 dataset describes C12H15O6OsS as an isolated structure. The level of theory is ωB97M-V with the def2-TZVPD basis set.

LUMO level = -12.38 eV
HOMO-LUMO gap = 0.247 Ha
HOMO = -19.095 eV
relative energy (zero: lowest compared OMol25 entry of this formula, charge and spin) = 20.8 kcal/mol

```
! RIJCOSX wB97M-V def2-TZVPD def2/J DEFGRID3
* xyz 3 1
Os -0.811 -0.644 -0.496
O -3.258 -0.744 -3.679
C -2.718 -0.623 -2.546
O -1.534 -1.039 -2.291
C -3.538 0.004 -1.460
O -2.665 0.244 -0.319
C -2.589 1.613 0.240
C -1.211 2.165 0.007
O -0.807 3.252 0.065
O -0.241 1.087 -0.331
H -2.723 -1.205 -4.364
H -4.058 0.907 -1.778
H -4.286 -0.736 -1.151
H -3.382 2.236 -0.168
H -2.744 1.505 1.315
C 3.392 -1.120 6.465
C 2.632 -1.566 5.277
C 3.293 -1.813 4.043
C 2.610 -2.254 2.954
C 1.201 -2.466 3.055
C 0.517 -2.159 4.281
C 1.232 -1.747 5.364
S 0.224 -3.135 1.906
C 1.254 -4.164 0.876
O -0.028 -1.911 0.409
H 4.465 -1.103 6.294
H 3.168 -1.768 7.318
H 3.062 -0.115 6.750
H 4.362 -1.657 3.984
H 3.134 -2.448 2.029
H -0.552 -2.317 4.353
H 0.732 -1.565 6.307
H 2.195 -3.685 0.622
H 0.678 -4.423 -0.008
H 1.430 -5.060 1.478
*
```


[5]
This record from the Open Molecules 2025 dataset describes an isolated molecule of C3H4N2O3. The level of theory is ωB97M-V with the def2-TZVPD basis set.

LUMO level = 0.86 eV
HOMO-LUMO gap = 0.352 Ha
HOMO = -8.709 eV
SMILES = C=NOC1=NOCO1
relative energy (zero: lowest compared OMol25 entry of this formula, charge and spin) = 165.5 kcal/mol

```
! RIJCOSX wB97M-V def2-TZVPD def2/J DEFGRID3
* xyz 0 1
C -2.896 0.090 0.072
N -1.798 0.619 0.147
O -0.919 -0.488 -0.278
C 0.284 0.103 -0.329
N 0.665 1.383 -0.278
O 2.073 1.052 -0.132
C 2.386 -0.410 0.279
O 1.135 -0.922 -0.241
H -2.705 -0.996 -0.407
H -3.906 0.629 0.179
H 2.510 -0.304 1.432
H 3.172 -0.757 -0.444
*
```


[6]
This record from the Open Molecules 2025 dataset describes a 2-piece molecular cluster, C44H43Cl3F6N4O overall. The level of theory is ωB97M-V with the def2-TZVPD basis set.

LUMO level = -0.93 eV
HOMO-LUMO gap = 0.200 Ha
HOMO = -6.358 eV

```
! RIJCOSX wB97M-V def2-TZVPD def2/J DEFGRID3
* xyz 0 1
C -3.521 -1.066 1.362
C -3.303 0.447 1.393
C -3.736 1.062 2.731
C -3.968 1.106 0.200
C -5.305 1.458 0.255
C -5.949 1.990 -0.842
C -5.264 2.166 -2.024
C -3.932 1.810 -2.125
C -3.186 1.966 -3.430
C -3.053 3.435 -3.838
C -3.794 1.092 -4.530
C -3.275 1.279 -1.008
N -1.899 0.868 -1.147
N -1.511 -0.112 -1.961
N -0.219 -0.260 -1.768
C 0.613 -1.162 -2.539
C 1.645 -0.701 -3.375
C 1.917 0.785 -3.521
C 0.691 1.499 -4.085
C 3.189 1.114 -4.315
C 2.382 -1.626 -4.098
C 2.130 -2.976 -4.000
C 1.118 -3.426 -3.183
C 0.349 -2.533 -2.460
C -0.790 -3.024 -1.602
C -0.286 -3.938 -0.482
C -1.876 -3.673 -2.465
C 0.283 0.623 -0.773
C 1.645 0.697 -0.305
C 2.335 -0.469 0.054
C 3.648 -0.415 0.441
C 4.310 -1.664 0.988
F 5.621 -1.641 0.668
F 4.152 -1.665 2.330
F 3.708 -2.745 0.445
C 4.335 0.785 0.393
C 3.688 1.940 -0.008
C 4.474 3.218 -0.226
F 3.649 4.155 -0.742
F 4.972 3.623 0.960
F 5.473 2.953 -1.096
C 2.347 1.912 -0.297
C -0.812 1.440 -0.427
C -0.838 2.479 0.445
H -3.137 -1.500 0.439
H -3.026 -1.560 2.200
H -4.583 -1.302 1.412
H -2.220 0.621 1.298
H -3.654 2.149 2.715
H -4.772 0.817 2.962
H -3.126 0.697 3.559
H -5.856 1.306 1.166
H -6.990 2.259 -0.776
H -5.769 2.574 -2.882
H -2.168 1.590 -3.249
H -2.574 4.020 -3.051
H -2.455 3.548 -4.742
H -4.028 3.883 -4.026
H -3.827 0.045 -4.224
H -4.816 1.393 -4.755
H -3.218 1.149 -5.454
H 2.088 1.169 -2.506
H -0.171 1.340 -3.440
H 0.849 2.574 -4.175
H 0.432 1.113 -5.071
H 4.063 0.622 -3.885
H 3.100 0.797 -5.354
H 3.394 2.185 -4.320
H 3.170 -1.291 -4.749
H 2.718 -3.676 -4.572
H 0.916 -4.481 -3.111
H -1.235 -2.137 -1.122
H 0.462 -3.436 0.133
H -1.097 -4.253 0.174
H 0.183 -4.833 -0.887
H -2.238 -2.979 -3.225
H -1.492 -4.549 -2.989
H -2.729 -3.988 -1.864
H 1.826 -1.416 0.032
H 5.382 0.814 0.646
H 1.862 2.818 -0.614
H 0.032 2.758 1.004
H -1.741 3.029 0.613
Cl 0.324 1.115 3.575
C 0.998 0.827 5.171
Cl 0.604 2.167 6.220
C 0.339 -0.387 5.756
O -0.825 -0.599 5.519
C 1.129 -1.285 6.626
C 2.529 -1.157 6.630
C 3.259 -1.989 7.451
C 2.582 -2.897 8.221
C 1.211 -2.950 8.145
N 0.476 -2.174 7.371
C 3.176 -0.177 5.769
Cl 4.899 -0.149 5.662
C 2.472 0.721 5.067
H 4.333 -1.921 7.474
H 3.118 -3.562 8.874
H 0.671 -3.666 8.747
H 2.992 1.407 4.417
*
```


no.,M (g mol⁻¹)
1,97.12
2,118.09
3,764.56
4,477.54
5,116.08
6,864.20